The following is a quantum chemistry calculation of a 2-piece molecular cluster, C25H41Br2ClIN3O6P overall in a non-equilibrium geometry, from OMol25.

## Properties
net charge = -1
E = -213336.735 eV
E_HOMO = -1.107 eV
Kohn-Sham gap = 1.236 eV

Last column: Löwdin charge in e.
Geometry (Å):
C: -0.39 -2.49 5.33  -0.088
C: -0.17 -1.20 4.55  -0.212
C: 1.00 -1.31 3.56  -0.218
N: 0.68 -0.72 2.27  0.017
C: 1.19 -1.19 1.00  -0.299
C: 0.28 -2.39 0.53  -0.590
Br: -0.53 -2.35 -1.27  0.805
C: -0.87 -2.78 1.50  -0.725
C: -2.13 -1.94 1.48  -0.164
Br: -1.46 -4.59 0.91  0.709
C: 2.65 -1.65 1.25  -0.192
C: 3.56 -2.60 0.39  -0.623
I: 3.06 -3.30 -1.59  1.025
C: 5.02 -2.09 0.30  -0.339
C: 5.99 -3.10 -0.28  -0.155
C: 3.28 -0.27 1.67  -0.133
C: 2.45 0.81 0.96  -0.408
P: 2.11 2.24 2.15  0.671
O: 2.10 1.60 3.65  -0.358
Cl: 4.03 3.03 2.07  0.272
N: 1.32 0.14 0.19  -0.042
C: 0.21 1.16 0.17  -0.152
C: -1.05 0.94 -0.65  -0.189
C: -0.99 0.99 -2.17  -0.209
C: -2.43 0.78 -2.74  -0.226
N: -2.44 -0.16 -3.87  -0.001
C: 1.95 0.02 -1.17  -0.220
O: 1.99 1.26 -1.79  -0.148
C: 3.23 1.54 -2.42  -0.043
H: -0.35 -3.37 4.69  0.065
H: 0.37 -2.60 6.10  0.078
H: -1.35 -2.44 5.82  0.078
H: -1.08 -0.86 4.07  0.107
H: 0.09 -0.45 5.28  0.108
H: 1.87 -0.91 4.06  0.101
H: 1.20 -2.38 3.45  0.105
H: -0.28 -0.43 2.27  0.092
H: 0.89 -3.27 0.50  0.024
H: -0.51 -3.01 2.48  0.043
H: -2.69 -2.18 2.37  0.086
H: -1.97 -0.86 1.51  0.067
H: -2.78 -2.19 0.66  0.059
H: 2.72 -2.17 2.19  0.122
H: 3.65 -3.53 0.93  0.067
H: 4.97 -1.24 -0.38  0.093
H: 5.34 -1.70 1.26  0.104
H: 6.97 -2.91 0.15  0.075
H: 5.71 -4.12 -0.06  0.066
H: 6.12 -2.98 -1.35  0.049
H: 3.24 -0.26 2.75  0.079
H: 4.31 -0.09 1.42  0.095
H: 3.17 1.29 0.32  0.064
H: 2.97 1.31 3.96  0.050
H: 0.59 2.12 -0.11  0.120
H: -0.16 1.35 1.17  0.097
H: -1.63 0.09 -0.32  0.056
H: -1.68 1.79 -0.38  0.149
H: -0.69 1.98 -2.48  0.119
H: -0.35 0.27 -2.65  0.058
H: -2.81 1.73 -3.09  0.118
H: -3.02 0.38 -1.92  0.108
H: -2.33 -1.11 -3.55  0.029
H: -1.67 0.04 -4.49  0.060
H: 2.96 -0.36 -1.07  0.086
H: 1.42 -0.68 -1.80  0.047
H: 3.59 0.70 -3.02  0.099
H: 4.01 1.78 -1.69  0.090
H: 3.08 2.41 -3.04  0.105
C: -7.10 3.70 -2.29  -0.047
C: -5.73 3.91 -2.19  -0.451
C: -5.04 4.32 -3.52  -0.420
O: -3.83 4.60 -3.56  -0.095
C: -5.81 4.35 -4.71  -0.049
C: -7.19 4.13 -4.82  -0.436
C: -7.90 3.83 -3.47  -0.400
O: -9.13 3.69 -3.42  -0.044
O: -7.87 4.16 -5.86  -0.072
O: -5.01 3.79 -1.16  -0.130
H: -7.66 3.42 -1.40  0.080
H: -5.24 4.57 -5.61  0.082

---

The following is a quantum chemistry calculation of C25H41Cl3InN3O3Si as an isolated structure in a non-equilibrium geometry, from OMol25.

## Properties
net charge = 0
energy above the lowest of the compared OMol25 structures with the same formula, charge and spin = 120.97 kcal per mole
E = -87821.558 eV
E_HOMO = -3.975 eV
Kohn-Sham gap = 3.884 eV

Last column: Löwdin charge in e.
Geometry (Å):
C: -1.91 -2.34 -5.11  -0.028
C: -1.10 -2.69 -3.85  -0.403
H: -2.43 -3.24 -5.47  0.076
H: -1.26 -1.98 -5.93  0.088
H: -2.65 -1.56 -4.88  0.056
C: -0.41 -3.91 -3.81  -0.210
C: -0.46 -4.94 -4.87  -0.192
H: -0.13 -4.28 -2.84  0.039
H: 0.15 -4.69 -5.75  0.051
H: -1.47 -5.16 -5.20  0.042
H: -0.06 -5.88 -4.50  0.055
In: -0.05 1.87 0.57  0.036
Cl: -2.43 2.41 0.52  0.130
Cl: 1.73 3.27 -0.18  0.114
H: 1.45 5.66 3.62  0.103
H: -1.38 6.95 2.70  0.099
C: 1.28 5.51 2.54  -0.035
C: -0.97 6.40 1.83  -0.023
N: -0.13 5.29 2.27  -0.166
H: 1.86 4.65 2.19  0.046
C: -0.66 4.08 2.41  -0.372
O: 0.00 3.03 2.65  -0.127
H: -1.82 5.98 1.26  0.097
H: -1.74 4.03 2.20  0.069
H: 1.58 6.42 2.00  0.094
H: -0.38 7.08 1.20  0.095
H: 2.32 -0.51 -3.49  0.086
H: 2.34 -3.30 -3.22  0.081
C: 3.16 -0.57 -2.79  -0.050
C: 3.20 -3.04 -2.57  -0.056
N: 2.99 -1.74 -1.94  -0.180
H: 3.21 0.32 -2.15  0.076
C: 2.88 -1.58 -0.58  -0.304
O: 2.76 -0.47 -0.05  -0.087
H: 3.30 -3.80 -1.78  0.090
H: 2.91 -2.54 -0.01  0.143
H: 4.10 -0.69 -3.36  0.098
H: 4.11 -3.01 -3.19  0.089
O: -0.50 -1.39 -3.25  -0.223
C: -1.50 -2.03 -2.49  -0.286
C: 0.09 -3.25 -0.92  -0.068
C: -1.12 -2.59 -1.17  -0.199
H: 0.95 -3.11 -1.59  0.077
C: 0.24 -4.12 0.17  -0.079
H: -2.48 -1.54 -2.52  0.130
C: -2.04 -2.53 -0.09  -0.045
H: 1.09 -4.80 0.24  0.101
C: -0.73 -4.11 1.19  -0.117
C: -1.86 -3.30 1.06  -0.123
H: -2.89 -1.85 -0.18  0.109
H: -0.60 -4.76 2.06  0.095
H: -2.61 -3.28 1.86  0.099
Si: -0.46 1.74 -3.32  0.578
Cl: -0.09 0.40 -1.24  0.477
C: 1.31 2.06 -3.81  -0.201
C: -1.19 3.33 -2.59  -0.236
C: -1.34 1.02 -4.77  -0.187
H: 2.02 1.55 -3.15  -0.015
H: 1.54 3.14 -3.76  0.046
H: 1.50 1.72 -4.84  0.048
H: -0.64 0.46 -5.40  0.047
H: -1.78 1.80 -5.42  0.051
H: -2.16 0.36 -4.49  0.014
H: -2.21 3.19 -2.20  0.001
H: -1.23 4.14 -3.34  0.045
H: -0.60 3.72 -1.75  -0.026
C: -0.12 -1.79 3.97  -0.039
C: -1.26 -1.08 3.58  -0.055
C: -1.17 -0.18 2.53  -0.127
N: 0.02 0.13 1.96  -0.021
C: 1.11 -0.59 2.30  -0.083
C: 1.08 -1.56 3.30  -0.029
H: -0.18 -2.53 4.77  0.115
H: -2.23 -1.22 4.06  0.121
H: -2.05 0.33 2.13  0.073
H: 2.03 -0.39 1.76  0.092
H: 2.00 -2.10 3.51  0.119

---

The following is a quantum chemistry calculation of C25H41Cl3MnN3O3SSi as an isolated structure in a non-equilibrium geometry, from OMol25.

## Properties
net charge = 0
energy above the lowest of the compared OMol25 structures with the same formula, charge and spin = 0.00 kcal per mole
E = -124808.623 eV
E_HOMO (spin up / spin down) = -8.099 / -8.163 eV
multiplicity = 5
Kohn-Sham gap (spin up / spin down) = 6.848 / 7.336 eV

Last column: Löwdin spin population.
Geometry (Å):
C: 1.62 -1.37 -3.34  0.001
C: 1.18 0.05 -3.13  -0.003
H: 1.31 -1.74 -4.33  0.000
H: 1.19 -2.04 -2.58  0.000
H: 2.72 -1.45 -3.29  0.000
C: 0.66 0.84 -4.08  -0.002
C: 0.45 0.46 -5.50  -0.001
H: 0.37 1.87 -3.84  0.000
H: 0.60 -0.61 -5.69  0.000
H: 1.13 1.03 -6.16  0.000
H: -0.58 0.72 -5.80  0.000
Mn: 0.39 -0.74 0.85  3.923
Cl: 2.55 -0.10 1.17  0.056
Cl: -0.09 -2.79 0.21  0.040
C: 0.38 2.45 1.60  0.002
O: -0.48 1.55 1.59  0.022
N: 0.16 3.71 2.01  0.000
C: -1.14 4.14 2.51  0.000
C: 1.17 4.75 1.88  0.000
H: 1.42 2.24 1.27  0.001
H: -1.81 3.29 2.60  0.000
H: -1.57 4.89 1.83  0.000
H: -1.00 4.61 3.49  0.000
H: 2.12 4.30 1.56  0.000
H: 1.31 5.25 2.85  0.000
H: 0.86 5.50 1.14  0.000
H: -1.43 -1.28 -2.66  0.000
H: -2.16 1.30 -3.04  0.000
C: -2.33 -1.38 -2.03  0.001
C: -3.05 0.93 -2.50  0.000
N: -2.69 -0.07 -1.50  0.001
H: -2.12 -2.07 -1.21  0.001
C: -2.71 0.21 -0.17  0.003
O: -2.31 -0.55 0.73  0.014
H: -3.55 1.77 -1.99  0.000
H: -3.14 1.22 0.04  0.000
H: -3.15 -1.74 -2.66  0.000
H: -3.73 0.49 -3.24  0.000
O: 0.29 -0.09 -0.98  -0.040
C: 1.28 0.53 -1.69  0.000
C: -0.09 2.65 -1.53  0.000
C: 1.17 2.05 -1.55  0.001
H: -0.96 1.99 -1.46  0.000
C: -0.20 4.04 -1.61  0.000
H: 2.26 0.22 -1.29  -0.003
C: 2.32 2.83 -1.49  0.000
H: -1.20 4.49 -1.62  0.000
C: 0.96 4.82 -1.64  0.000
C: 2.22 4.22 -1.55  0.000
H: 3.29 2.32 -1.41  0.000
H: 0.87 5.91 -1.70  0.000
H: 3.11 4.84 -1.51  0.000
Si: 0.49 -6.16 0.16  0.000
Cl: 0.77 -5.08 -1.63  -0.001
C: -1.34 -6.20 0.59  0.000
C: 1.57 -5.43 1.51  0.001
C: 1.06 -7.89 -0.32  0.000
H: -1.83 -5.24 0.39  0.000
H: -1.45 -6.45 1.66  0.000
H: -1.85 -6.99 0.01  0.000
H: 0.36 -8.37 -1.01  0.000
H: 1.13 -8.52 0.57  0.000
H: 2.04 -7.88 -0.81  0.000
H: 1.33 -4.38 1.67  0.001
H: 2.63 -5.51 1.24  0.000
H: 1.41 -5.97 2.45  0.000
S: 0.13 -1.63 2.95  -0.006
C: -0.08 -0.25 3.91  0.002
N: -1.37 0.11 4.21  -0.007
C: -1.67 1.19 4.98  -0.001
C: -0.64 1.96 5.50  -0.006
C: 0.69 1.62 5.20  -0.001
C: 0.96 0.50 4.42  -0.004
H: -2.12 -0.45 3.79  0.000
H: -2.73 1.35 5.17  0.000
H: -0.87 2.81 6.13  0.000
H: 1.51 2.23 5.57  0.000
H: 1.97 0.19 4.14  0.001

---

The following is a quantum chemistry calculation of C25H41Cl3N3O3SSiY as an isolated structure in a non-equilibrium geometry, from OMol25.

## Properties
net charge = 0
energy above the lowest of the compared OMol25 structures with the same formula, charge and spin = 21.79 kcal per mole
E = -94534.842 eV
E_HOMO = -7.022 eV
Kohn-Sham gap = 6.949 eV

Last column: Löwdin charge in e.
Geometry (Å):
C: -3.00 3.42 -0.06  -0.056
C: -2.80 2.67 1.22  -0.232
H: -3.87 4.08 0.02  0.067
H: -3.15 2.74 -0.91  0.057
H: -2.11 4.03 -0.27  0.087
C: -3.76 2.53 2.15  -0.126
C: -5.16 3.02 1.98  -0.121
H: -3.55 2.08 3.11  0.097
H: -5.54 2.91 0.95  0.070
H: -5.26 4.08 2.25  0.077
H: -5.83 2.46 2.64  0.064
Y: 0.39 -0.63 -0.59  0.828
Cl: 1.97 1.50 -0.08  -0.064
Cl: 0.23 -2.01 -2.75  -0.045
H: 5.05 -3.83 -1.27  0.091
H: 6.29 -1.90 -2.68  0.094
C: 4.20 -3.51 -1.88  -0.015
C: 5.30 -1.60 -3.04  -0.029
N: 4.27 -2.07 -2.13  -0.158
H: 3.26 -3.75 -1.37  0.096
C: 3.42 -1.23 -1.56  -0.314
O: 2.49 -1.60 -0.78  -0.253
H: 5.25 -0.50 -3.08  0.094
H: 3.54 -0.16 -1.80  0.111
H: 4.25 -4.03 -2.84  0.096
H: 5.15 -2.01 -4.04  0.098
H: -3.65 0.18 -0.44  0.081
H: -4.57 -0.62 2.25  0.090
C: -3.75 -0.91 -0.53  -0.019
C: -4.46 -1.60 1.76  -0.037
N: -3.41 -1.55 0.74  -0.158
H: -3.08 -1.28 -1.32  0.084
C: -2.21 -2.08 0.98  -0.280
O: -1.26 -2.01 0.17  -0.211
H: -4.19 -2.35 2.51  0.095
H: -2.11 -2.58 1.96  0.152
H: -4.79 -1.17 -0.76  0.089
H: -5.41 -1.86 1.28  0.091
O: -1.43 0.93 0.46  -0.429
C: -1.45 1.96 1.34  -0.464
C: -1.73 0.36 3.28  -0.097
C: -1.10 1.48 2.75  -0.202
H: -2.43 -0.18 2.62  0.084
C: -1.45 -0.06 4.58  -0.103
H: -0.68 2.71 1.07  0.111
C: -0.12 2.14 3.49  -0.043
H: -1.94 -0.96 4.97  0.097
C: -0.53 0.66 5.35  -0.110
C: 0.13 1.76 4.81  -0.090
H: 0.41 2.97 3.01  0.113
H: -0.33 0.35 6.38  0.094
H: 0.85 2.33 5.41  0.096
Si: -0.43 1.16 -4.14  0.232
Cl: -1.05 1.06 -2.06  0.420
C: -1.21 -0.23 -5.11  -0.247
C: 1.43 1.06 -4.13  -0.217
C: -1.08 2.79 -4.78  -0.216
H: -1.96 -0.78 -4.53  0.018
H: -0.43 -0.93 -5.42  0.011
H: -1.69 0.19 -6.01  0.030
H: -2.16 2.72 -4.96  0.036
H: -0.59 3.05 -5.73  0.037
H: -0.90 3.61 -4.07  0.031
H: 1.85 0.58 -3.24  -0.029
H: 1.86 2.07 -4.22  0.039
H: 1.75 0.47 -5.00  0.039
S: 1.09 -1.22 2.26  0.700
C: 2.72 -1.59 2.09  -0.758
N: 3.60 -0.59 1.73  0.042
C: 4.94 -0.82 1.54  -0.063
C: 5.44 -2.10 1.66  -0.080
C: 4.56 -3.16 1.95  -0.059
C: 3.23 -2.89 2.22  -0.088
H: 3.20 0.31 1.42  0.020
H: 5.54 0.05 1.29  0.131
H: 6.51 -2.28 1.51  0.104
H: 4.92 -4.18 1.98  0.113
H: 2.50 -3.66 2.46  0.107

---

The following is a quantum chemistry calculation of C25H41ErF5P2 as an isolated structure in a non-equilibrium geometry, from OMol25.

## Properties
net charge = +1
energy above the lowest of the compared OMol25 structures with the same formula, charge and spin = 0.00 kcal per mole
E = -86369.135 eV
E_HOMO (spin up / spin down) = -10.461 / -10.461 eV
multiplicity = 4
Kohn-Sham gap (spin up / spin down) = 7.303 / 7.435 eV

Last column: Löwdin spin population.
Geometry (Å):
Er: -0.24 -0.71 -0.06  3.031
C: 1.20 0.65 1.50  -0.003
C: -0.15 1.08 1.74  -0.005
C: -0.06 -1.21 2.14  -0.006
C: 1.26 -0.77 1.75  -0.003
C: -0.95 -0.08 2.09  -0.001
C: 2.40 1.54 1.42  0.000
H: 2.16 2.50 0.94  0.000
H: 3.20 1.06 0.85  0.000
H: 2.79 1.76 2.43  0.000
C: 2.49 -1.59 1.79  0.000
H: 3.34 -1.07 1.35  0.000
H: 2.37 -2.55 1.27  0.000
H: 2.73 -1.82 2.85  0.000
C: -0.44 -2.61 2.46  0.000
H: -0.15 -2.78 3.51  0.000
H: 0.07 -3.35 1.83  0.000
H: -1.53 -2.76 2.36  0.000
C: -2.41 -0.11 2.36  0.001
H: -2.56 -0.09 3.44  0.000
H: -2.88 -1.02 1.96  0.000
H: -2.93 0.76 1.92  0.000
C: -0.60 2.49 1.95  0.000
H: -0.84 2.67 3.02  0.000
H: -1.51 2.71 1.37  0.000
H: 0.18 3.20 1.66  0.000
C: 0.74 1.04 -2.78  -0.001
C: 0.85 2.05 -1.89  -0.001
C: -0.20 3.05 -1.53  0.000
C: -1.72 2.75 -1.65  0.000
C: -2.35 1.49 -1.17  -0.002
C: -2.38 0.31 -1.86  -0.001
C: -1.73 0.00 -3.16  0.000
C: -0.46 0.80 -3.62  0.000
H: -0.04 3.94 -2.17  0.000
H: -1.99 2.89 -2.72  0.000
H: 0.01 3.40 -0.50  0.000
H: -0.81 1.81 -3.93  0.000
H: 1.55 0.30 -2.88  0.000
H: 1.76 2.08 -1.24  0.000
H: -0.11 0.29 -4.55  0.000
H: -1.48 -1.08 -3.19  0.000
H: -2.90 -0.56 -1.39  0.000
H: -2.47 0.12 -3.97  0.000
H: -2.23 3.57 -1.11  0.000
H: -2.84 1.53 -0.17  0.000
P: -2.41 2.85 -4.87  0.000
C: -1.36 2.66 -6.35  0.000
C: -2.81 4.61 -4.98  0.000
P: -5.07 1.64 -4.08  0.000
C: -3.89 2.02 -5.47  0.000
C: -6.11 3.17 -4.25  0.000
C: -6.22 0.66 -5.14  0.000
H: -1.26 1.61 -6.61  0.000
H: -0.37 3.08 -6.17  0.000
H: -1.85 3.20 -7.16  0.000
H: -3.07 4.83 -6.01  0.000
H: -1.94 5.20 -4.69  0.000
H: -3.64 4.88 -4.32  0.000
H: -6.57 1.25 -5.98  0.000
H: -7.07 0.35 -4.53  0.000
H: -5.71 -0.23 -5.52  0.000
H: -3.62 1.09 -5.97  0.000
H: -4.36 2.69 -6.19  0.000
H: -7.00 3.03 -3.64  0.000
H: -6.41 3.31 -5.28  0.000
H: -5.59 4.06 -3.90  0.000
F: 0.65 -2.23 -2.92  -0.001
C: 0.98 -2.32 -1.56  -0.007
F: 2.37 -2.34 -1.51  0.000
C: 0.45 -3.66 -1.08  0.000
F: 1.15 -4.08 0.03  0.000
F: -0.90 -3.56 -0.69  0.000
F: 0.53 -4.61 -1.99  0.000

---

The following is a quantum chemistry calculation of C25H41F3IrO2P2 as an isolated structure in a non-equilibrium geometry, from OMol25.

## Properties
net charge = +2
energy above the lowest of the compared OMol25 structures with the same formula, charge and spin = 2.26 kcal per mole
E = -60234.148 eV
E_HOMO (spin up / spin down) = -12.557 / -14.789 eV
multiplicity = 6
Kohn-Sham gap (spin up / spin down) = 6.837 / 6.204 eV

Last column: Löwdin spin population.
Geometry (Å):
Ir: -0.86 2.13 -0.25  2.189
C: -0.31 -0.40 1.00  0.264
C: -0.67 1.00 1.36  0.210
C: -2.59 -0.25 0.66  0.299
C: -1.47 -1.09 0.63  0.140
C: -2.16 1.11 1.06  0.153
C: 1.01 -0.99 1.18  0.042
H: 1.79 -0.24 1.38  0.001
H: 1.34 -1.56 0.30  0.009
H: 1.00 -1.68 2.03  0.016
C: -1.52 -2.54 0.28  0.013
H: -0.56 -3.02 0.53  0.000
H: -1.72 -2.71 -0.78  0.007
H: -2.30 -3.05 0.85  0.003
C: -3.97 -0.73 0.45  0.049
H: -4.24 -1.57 1.11  0.014
H: -4.09 -1.11 -0.58  0.017
H: -4.72 0.06 0.59  0.000
C: -3.05 1.99 1.88  0.030
H: -2.85 1.77 2.95  0.008
H: -4.11 1.77 1.69  0.000
H: -2.87 3.06 1.68  0.011
C: -0.07 1.76 2.49  0.079
H: -0.59 1.62 3.45  0.014
H: -0.13 2.81 2.18  0.026
H: 0.99 1.50 2.62  0.000
C: 3.76 0.33 -1.03  0.093
C: 4.95 0.60 -0.16  0.622
C: 4.67 1.56 0.89  0.120
C: 3.27 2.14 0.55  0.003
C: 2.89 1.50 -0.80  0.008
C: 2.80 2.34 -2.11  0.003
C: 3.19 1.40 -3.26  0.003
C: 4.02 0.31 -2.57  0.028
H: 5.41 2.36 1.13  0.022
H: 3.21 3.23 0.60  0.000
H: 4.54 0.94 1.80  0.038
H: 5.05 0.58 -2.80  0.004
H: 3.28 -0.61 -0.66  0.028
H: 5.83 -0.08 -0.10  0.026
H: 3.88 -0.68 -3.00  0.001
H: 2.24 1.00 -3.65  0.000
H: 1.71 2.54 -2.22  0.001
H: 3.75 1.96 -4.06  0.001
H: 2.51 1.77 1.25  0.000
H: 1.89 1.05 -0.70  0.003
P: 3.33 3.98 -2.09  0.001
C: 4.58 4.19 -3.45  0.001
C: 4.30 4.71 -0.75  0.001
P: 0.38 4.67 -1.30  0.061
C: 1.95 5.12 -2.33  0.014
C: 0.75 5.93 0.03  0.004
C: -0.70 5.88 -2.24  0.006
H: 4.18 4.00 -4.46  0.000
H: 5.44 3.49 -3.31  0.000
H: 4.96 5.22 -3.38  0.000
H: 4.88 5.52 -1.22  0.000
H: 5.01 3.97 -0.35  0.001
H: 3.65 5.13 0.02  0.000
H: -0.11 6.73 -2.63  0.001
H: -1.47 6.27 -1.55  0.000
H: -1.17 5.37 -3.08  0.000
H: 1.73 5.16 -3.42  0.000
H: 2.34 6.13 -2.07  0.002
H: -0.22 6.32 0.38  0.000
H: 1.36 6.77 -0.33  0.001
H: 1.27 5.44 0.86  0.000
F: -0.69 -1.11 -4.18  0.001
C: -1.48 -0.22 -3.52  0.002
F: -2.01 0.67 -4.40  0.002
F: -2.50 -0.91 -2.95  0.001
C: -0.64 0.55 -2.45  0.025
O: 0.39 0.07 -1.97  0.050
O: -1.17 1.70 -2.15  0.228